DFT (the ωB97M-V functional and the def2-TZVPD basis) results for a molecular structure, C21H11Cl5N3Pd in a non-equilibrium geometry.

Values from the calculation:
Relative energy (zero: lowest compared OMol25 entry of this formula, charge and spin) ... 83.56 kJ/mol
HOMO ... -11.3 eV
Net charge ... +1
Gap between HOMO and LUMO ... 7.4 eV
Total energy ... -92512.9697 eV

Geometry (Å):
Pd 0.599 0.683 0.144
C 1.198 -0.519 4.243
C 1.539 -1.850 4.096
C 1.632 -2.391 2.820
C 1.374 -1.594 1.722
N 1.003 -0.291 1.883
C 0.935 0.229 3.107
C 1.472 -2.078 0.316
C 1.590 -3.391 -0.117
C 1.508 -3.637 -1.483
C 1.248 -2.610 -2.382
C 1.140 -1.319 -1.884
N 1.342 -1.107 -0.585
C 0.719 -0.095 -2.622
C 0.604 -0.039 -3.997
C 0.227 1.151 -4.605
C -0.019 2.263 -3.821
C 0.097 2.144 -2.446
N 0.439 0.999 -1.858
H 1.123 -0.055 5.215
H 1.744 -2.465 4.961
H 1.921 -3.423 2.684
H 0.642 1.269 3.161
H 1.710 -4.208 0.579
H 1.596 -4.652 -1.846
H 1.105 -2.824 -3.431
H 0.824 -0.911 -4.595
H 0.139 1.206 -5.681
H -0.305 3.211 -4.252
H -0.103 2.974 -1.780
Cl -2.317 -0.932 0.027
C -2.371 0.710 0.603
C -1.185 1.414 0.666
C -1.249 2.724 1.129
Cl 0.275 3.552 1.184
C -2.427 3.341 1.522
Cl -2.442 4.957 2.083
C -3.611 2.597 1.445
Cl -5.094 3.313 1.918
C -3.585 1.280 0.985
Cl -5.036 0.372 0.892



DFT (the ωB97M-V functional and the def2-TZVPD basis) results for 11 unconnected molecules or ions with the total composition C6H34NO10 in a non-equilibrium geometry.

Values from the calculation:
Relative energy (zero: lowest compared OMol25 entry of this formula, charge and spin) ... 0.00 kJ/mol
HOMO (alpha / beta) ... -1.9 / -9.8 eV
Gap between HOMO and LUMO (alpha / beta) ... 2.0 / 9.9 eV
Total energy ... -28734.4486 eV
Multiplicity ... 2

Geometry (Å):
C -0.540 1.144 -0.006
C -0.212 -0.089 0.846
C -0.834 -1.300 0.115
C -1.707 -2.225 0.954
C -3.828 -0.840 1.138
C -2.804 -1.438 1.689
N 1.299 -0.197 0.938
H -1.479 0.939 -0.514
H -0.629 1.996 0.665
H 0.278 1.343 -0.725
H -0.505 -0.149 1.884
H -1.328 -0.905 -0.758
H -0.098 -1.975 -0.374
H -1.120 -2.832 1.658
H -2.217 -2.973 0.323
H -4.244 -1.168 0.158
H -4.625 -0.222 1.521
H -2.468 -1.186 2.698
H 1.660 0.055 0.021
H 1.685 -1.084 1.251
H 1.593 0.487 1.647
H -0.135 -4.183 -2.175
H 0.682 -3.527 -3.175
O 0.341 -3.341 -2.285
H -0.710 1.667 3.827
H -0.015 2.213 2.567
O 0.124 1.663 3.362
H 2.118 0.339 -3.417
H 1.394 1.565 -2.836
O 2.075 0.902 -2.643
H 3.454 1.021 3.089
H 2.351 0.712 4.053
O 2.861 0.311 3.339
H -3.317 2.024 -3.077
H -2.722 0.709 -3.819
O -2.712 1.263 -3.043
H 2.163 -4.074 0.552
H 1.880 -3.311 -0.684
O 2.172 -3.162 0.233
H -3.088 2.802 -0.396
H -3.941 2.314 0.686
O -3.001 2.453 0.510
H -1.151 3.156 -2.541
H 0.122 3.326 -3.577
O -0.287 2.866 -2.847
H 4.530 -0.574 0.213
H 3.639 -1.811 0.458
O 3.622 -0.867 0.247
H 3.504 2.801 -0.821
H 3.067 1.244 -0.668
O 3.101 2.115 -0.260



DFT (the ωB97M-V functional and the def2-TZVPD basis) results for a molecular structure, C18H26N11OSn in a non-equilibrium geometry.

Values from the calculation:
Relative energy (zero: lowest compared OMol25 entry of this formula, charge and spin) ... 80.16 kJ/mol
HOMO (alpha / beta) ... -17.9 / -17.5 eV
Net charge ... +3
Gap between HOMO and LUMO (alpha / beta) ... 6.5 / 4.6 eV
Total energy ... -43326.1155 eV

Geometry (Å):
Sn -1.794 0.059 -1.720
N -5.423 0.649 -0.407
C -5.235 -0.269 -1.380
N -6.193 -0.855 -2.103
N -5.582 -1.654 -2.881
N -4.318 -1.660 -2.728
N -4.028 -0.768 -1.777
C -4.387 1.281 0.182
N -4.466 2.203 1.142
N -3.260 2.518 1.419
N -2.399 1.879 0.724
N -3.069 1.050 -0.085
H -6.369 0.907 -0.139
C -2.032 -3.491 1.744
C -2.309 -2.233 0.894
N -1.359 -2.142 -0.209
C -1.471 -3.345 -1.029
C -1.101 -4.592 -0.197
N -0.827 -4.151 1.192
C 0.325 -3.223 1.232
C -0.004 -2.025 0.317
H -2.869 -4.192 1.702
H -1.857 -3.234 2.790
H -2.225 -1.326 1.496
H -3.315 -2.269 0.472
H -0.811 -3.249 -1.895
H -2.497 -3.408 -1.400
H -0.219 -5.096 -0.597
H -1.923 -5.310 -0.179
H -0.606 -4.971 1.763
H 1.222 -3.748 0.897
H 0.484 -2.903 2.264
H 0.688 -1.979 -0.529
H 0.071 -1.080 0.864
C 6.467 3.259 0.744
C 5.052 3.022 0.402
C 4.019 3.858 0.822
C 2.695 3.650 0.441
C 1.691 4.676 0.795
C 2.350 2.478 -0.323
C 0.953 2.220 -0.582
O 0.458 1.192 -1.054
C 3.392 1.649 -0.797
C 3.169 0.464 -1.663
C 4.710 1.932 -0.418
H 6.601 4.095 1.424
H 7.052 3.441 -0.163
H 6.909 2.357 1.177
H 4.260 4.727 1.417
H 2.139 5.437 1.427
H 0.832 4.243 1.313
H 1.296 5.172 -0.096
H 0.277 3.042 -0.310
H 2.337 0.611 -2.351
H 2.936 -0.410 -1.051
H 4.068 0.245 -2.237
H 5.496 1.272 -0.757



DFT (the ωB97M-V functional and the def2-TZVPD basis) results for a molecular structure, C43H37As2NZn.

Values from the calculation:
Relative energy (zero: lowest compared OMol25 entry of this formula, charge and spin) ... 0.00 kJ/mol
HOMO ... -5.3 eV
Gap between HOMO and LUMO ... 5.1 eV
Total energy ... -216772.1388 eV

Geometry (Å):
Zn -0.825 0.123 0.810
C 2.893 2.164 1.117
C 2.271 3.138 0.114
As 0.400 2.663 -0.345
C -0.471 3.336 1.277
C -0.264 2.659 2.481
C -0.936 3.033 3.634
C -1.826 4.095 3.604
C -2.038 4.778 2.416
C -1.372 4.397 1.261
C 0.025 4.132 -1.583
C -0.705 3.828 -2.730
C -1.015 4.813 -3.656
C -0.591 6.116 -3.443
C 0.144 6.427 -2.308
C 0.450 5.442 -1.384
As 2.296 0.279 0.893
C 3.286 -0.463 2.405
C 4.595 -0.111 2.723
C 5.216 -0.647 3.839
C 4.535 -1.544 4.652
C 3.232 -1.904 4.344
C 2.611 -1.362 3.227
C 3.448 -0.217 -0.604
C 3.178 0.330 -1.859
C 3.954 -0.006 -2.956
C 4.999 -0.908 -2.818
C 5.258 -1.477 -1.581
C 4.484 -1.137 -0.481
H 2.606 2.438 2.134
H 3.981 2.210 1.064
H 2.823 3.128 -0.828
H 2.306 4.155 0.508
H 0.437 1.830 2.529
H -0.773 2.482 4.551
H -2.360 4.380 4.500
H -2.735 5.605 2.383
H -1.564 4.925 0.336
H -1.033 2.806 -2.886
H -1.586 4.564 -4.541
H -0.838 6.890 -4.158
H 0.479 7.443 -2.139
H 1.012 5.699 -0.494
H 5.143 0.576 2.089
H 6.233 -0.364 4.077
H 5.022 -1.962 5.523
H 2.696 -2.604 4.971
H 1.590 -1.638 2.982
H 2.346 1.015 -1.973
H 3.737 0.431 -3.923
H 5.606 -1.170 -3.675
H 6.061 -2.194 -1.470
H 4.688 -1.591 0.480
C -0.853 -2.471 -2.877
C -0.355 -1.438 -1.999
N -0.006 -0.630 -1.260
H -0.362 -3.413 -2.632
H -0.652 -2.221 -3.917
H -1.929 -2.581 -2.728
C -2.176 -0.923 1.698
C -2.356 -2.031 1.122
C -2.781 -3.269 0.731
C -2.110 -4.444 1.291
C -1.412 -4.350 2.507
C -0.722 -5.431 3.024
C -0.715 -6.649 2.356
C -1.399 -6.762 1.155
C -2.076 -5.677 0.623
C -3.845 -3.338 -0.274
C -4.022 -2.282 -1.184
C -5.031 -2.302 -2.131
C -5.898 -3.384 -2.207
C -5.751 -4.429 -1.307
C -4.748 -4.407 -0.352
H -1.433 -3.410 3.042
H -0.184 -5.330 3.959
H -0.183 -7.499 2.765
H -1.400 -7.705 0.621
H -2.561 -5.770 -0.339
H -3.351 -1.433 -1.124
H -5.146 -1.469 -2.815
H -6.680 -3.413 -2.956
H -6.436 -5.268 -1.341
H -4.678 -5.216 0.363